The following is a DFT calculation (ωB97M-V/def2-TZVPD) of a cluster of 2 separate species, C2H5FN2O3 in total at a distorted geometry.

Geometry as ORCA input:
```
! RIJCOSX wB97M-V def2-TZVPD def2/J DEFGRID3
* xyz 0 1
O 3.144 0.286 0.617
N 2.043 0.267 0.201
O 1.333 1.504 -0.009
N 1.264 -0.519 -0.295
F 1.862 -1.758 -0.276
H 0.518 1.358 -0.534
C -1.471 -1.004 0.309
C -1.488 0.319 0.316
O -1.394 1.194 -0.747
H -1.317 -1.508 1.229
H -1.463 -1.683 -0.517
H -1.546 0.940 1.213
H -1.485 0.605 -1.507
*
```

Calculated values
SMILES string	[O-]/[N+](O)=N\F.C=CO
lowest unoccupied orbital energy	0.0213	hartree
HOMO	-9.7	eV